The following is a DFT calculation (ωB97M-V/def2-TZVPD) of 2 unconnected molecules or ions with the total composition C4H12O3 at a distorted geometry.

Properties
HOMO energy = -9.9 eV
SMILES string = OCCCCO.O
Kohn-Sham gap = 10.48 eV
max |F| = 0.0802 Eh/bohr
electronic energy = -10483.8185 eV

Last column: Löwdin charge in e.
CARTESIAN COORDINATES (ANGSTROEM)
O  -0.090  -0.034  2.111  -0.106
C  -0.851  0.181  0.867  -0.217
C  -0.757  -1.207  0.159  -0.174
C  0.465  -1.273  -0.741  -0.214
C  1.840  -1.217  -0.059  -0.264
O  2.923  -0.902  -0.949  -0.086
H  0.084  0.889  2.355  0.084
H  -1.861  0.194  1.294  0.103
H  -0.650  1.066  0.276  0.116
H  -0.766  -1.989  0.927  0.123
H  -1.598  -1.298  -0.545  0.111
H  0.544  -0.578  -1.628  0.131
H  0.495  -2.216  -1.285  0.102
H  2.120  -2.175  0.394  0.118
H  1.880  -0.458  0.725  0.103
H  2.628  -1.220  -1.815  0.072
O  -2.926  3.729  -1.142  -0.050
H  -2.979  3.141  -0.391  0.019
H  -3.408  3.293  -1.845  0.030



The following is a DFT calculation (ωB97M-V/def2-TZVPD) of C22H22N2O5 in the gas phase.

Properties
HOMO energy = -8.1 eV
SMILES string = C=CCN1C(=O)c2ccc(C(=O)NCCc3ccc(OC)c(OC)c3)cc2C1=O
Kohn-Sham gap = 7.51 eV
max |F| = 0.0140 Eh/bohr
electronic energy = -36388.9316 eV

Last column: Löwdin charge in e.
CARTESIAN COORDINATES (ANGSTROEM)
C  -2.083  -6.360  3.818  0.020
C  -2.632  -5.346  3.179  -0.151
C  -2.493  -3.914  3.607  -0.127
N  -1.842  -3.129  2.575  0.036
C  -2.531  -2.478  1.562  -0.357
O  -3.730  -2.445  1.450  0.131
C  -1.484  -1.851  0.716  -0.066
C  -1.583  -1.099  -0.437  0.024
C  -0.403  -0.647  -1.013  0.007
C  0.840  -0.927  -0.450  -0.105
C  2.033  -0.347  -1.146  -0.459
O  2.036  -0.151  -2.344  0.088
N  3.091  -0.072  -0.341  0.064
C  4.115  0.849  -0.775  -0.160
C  3.818  2.272  -0.260  -0.122
C  2.407  2.634  -0.626  -0.248
C  1.358  2.375  0.242  -0.057
C  0.050  2.583  -0.156  -0.022
C  -0.257  3.052  -1.426  -0.193
O  -1.547  3.257  -1.856  -0.114
C  -2.606  2.937  -0.990  -0.076
C  0.801  3.334  -2.313  -0.185
O  0.706  3.831  -3.576  -0.062
C  -0.519  3.838  -4.274  -0.073
C  2.106  3.115  -1.889  0.048
C  0.934  -1.703  0.708  0.066
C  -0.239  -2.156  1.272  -0.061
C  -0.466  -2.988  2.482  -0.353
O  0.333  -3.445  3.258  0.134
H  -2.202  -7.375  3.483  0.054
H  -1.494  -6.214  4.709  0.062
H  -3.215  -5.496  2.279  0.105
H  -1.888  -3.841  4.514  0.128
H  -3.481  -3.473  3.772  0.130
H  -2.546  -0.882  -0.873  0.123
H  -0.419  -0.063  -1.921  0.123
H  2.953  -0.131  0.657  0.130
H  5.089  0.506  -0.416  0.119
H  4.101  0.838  -1.866  0.123
H  4.528  2.964  -0.712  0.117
H  3.944  2.299  0.825  0.113
H  1.549  2.011  1.242  0.115
H  -0.741  2.368  0.544  0.107
H  -2.594  3.559  -0.089  0.099
H  -3.514  3.144  -1.555  0.098
H  -2.591  1.880  -0.703  0.083
H  -0.265  4.149  -5.287  0.094
H  -0.971  2.844  -4.303  0.097
H  -1.230  4.546  -3.843  0.091
H  2.892  3.324  -2.598  0.135
H  1.884  -1.975  1.142  0.130



The following is a DFT calculation (ωB97M-V/def2-TZVPD) of a molecular structure, C54H47FN6O4S4W.

Properties
HOMO energy = -12.3 eV
net charge = +2
Kohn-Sham gap = 7.17 eV
max |F| = 0.0169 Eh/bohr
electronic energy = -121759.6411 eV

Last column: Löwdin charge in e.
CARTESIAN COORDINATES (ANGSTROEM)
W  -0.614  0.282  0.160  1.672
N  -1.107  1.118  1.671  -0.498
S  -1.267  1.482  3.217  1.144
N  1.121  -0.123  1.149  -0.409
S  2.344  0.743  1.202  0.801
N  2.949  1.282  -0.168  -0.342
S  2.158  0.779  -1.455  0.826
N  0.680  0.620  -1.335  -0.426
C  2.566  1.996  -2.654  -0.354
C  1.703  2.098  -3.739  -0.070
C  2.000  3.021  -4.730  -0.043
C  3.140  3.810  -4.626  -0.042
C  3.991  3.687  -3.534  -0.043
C  3.712  2.769  -2.533  -0.054
C  2.977  -0.687  -2.050  -0.284
C  2.799  -1.848  -1.302  -0.077
C  3.450  -3.003  -1.705  -0.052
C  4.267  -2.990  -2.833  -0.056
C  4.432  -1.826  -3.565  -0.052
C  3.781  -0.659  -3.180  -0.043
C  2.135  2.233  2.144  -0.313
C  2.378  2.219  3.511  -0.057
C  2.063  3.347  4.255  -0.053
C  1.496  4.452  3.633  -0.065
C  1.244  4.443  2.266  -0.050
C  1.574  3.332  1.507  -0.065
C  3.633  -0.140  2.001  -0.342
C  3.308  -1.280  2.717  -0.062
C  4.328  -1.965  3.359  -0.048
C  5.635  -1.500  3.279  -0.042
C  5.938  -0.351  2.556  -0.043
C  4.932  0.344  1.906  -0.050
C  -1.866  -0.018  3.983  -0.373
C  -2.802  0.024  5.003  -0.063
C  -3.162  -1.165  5.623  -0.046
C  -2.587  -2.363  5.224  -0.050
C  -1.634  -2.382  4.212  -0.052
C  -1.255  -1.203  3.593  -0.089
C  -2.657  2.572  3.279  -0.409
C  -2.426  3.846  3.777  -0.066
C  -3.480  4.750  3.805  -0.045
C  -4.727  4.369  3.336  -0.039
C  -4.941  3.085  2.838  -0.044
C  -3.902  2.174  2.807  -0.085
H  0.816  1.481  -3.786  0.113
H  1.340  3.127  -5.580  0.117
H  3.366  4.529  -5.401  0.118
H  4.873  4.310  -3.460  0.118
H  4.356  2.664  -1.670  0.113
H  2.163  -1.846  -0.426  0.089
H  3.328  -3.914  -1.133  0.116
H  4.778  -3.894  -3.137  0.117
H  5.067  -1.817  -4.440  0.119
H  3.910  0.247  -3.753  0.112
H  2.816  1.351  3.987  0.119
H  2.270  3.364  5.317  0.119
H  1.262  5.335  4.215  0.118
H  0.805  5.307  1.785  0.120
H  1.397  3.320  0.439  0.102
H  2.282  -1.619  2.759  0.104
H  4.103  -2.859  3.924  0.116
H  6.426  -2.038  3.784  0.118
H  6.958  0.002  2.497  0.119
H  5.148  1.237  1.334  0.119
H  -3.252  0.957  5.313  0.118
H  -3.896  -1.150  6.417  0.119
H  -2.876  -3.286  5.709  0.116
H  -1.180  -3.316  3.908  0.115
H  -0.499  -1.205  2.815  0.074
H  -1.441  4.123  4.131  0.100
H  -3.325  5.747  4.194  0.118
H  -5.547  5.075  3.359  0.119
H  -5.920  2.799  2.479  0.120
H  -4.051  1.167  2.437  0.122
O  -0.387  -1.858  -0.248  -0.171
C  -1.592  -2.082  0.088  -0.611
O  -2.191  -1.042  0.544  -0.173
C  -2.230  -3.372  -0.021  -0.142
C  -3.574  -3.492  0.319  0.016
C  -4.239  -4.709  0.201  0.050
C  -3.498  -5.772  -0.262  -0.198
O  -3.911  -7.033  -0.466  0.071
C  -2.769  -7.785  -0.911  -0.078
O  -1.684  -6.854  -1.042  0.048
C  -2.152  -5.654  -0.605  -0.199
C  -1.486  -4.472  -0.498  0.089
H  -4.102  -2.616  0.669  0.128
H  -5.283  -4.820  0.455  0.132
H  -2.987  -8.235  -1.877  0.145
H  -2.520  -8.539  -0.165  0.145
H  -0.441  -4.374  -0.759  0.133
F  -3.706  5.180  -2.244  0.079
C  -2.997  4.158  -1.745  -0.275
C  -3.634  3.218  -0.955  0.007
C  -2.882  2.180  -0.435  -0.166
C  -1.522  2.033  -0.720  -0.378
C  -0.930  3.001  -1.515  -0.122
C  -1.647  4.073  -2.024  0.009
H  -4.693  3.313  -0.753  0.125
H  -3.389  1.446  0.181  0.081
H  0.122  2.934  -1.746  0.065
H  -1.175  4.834  -2.632  0.124
C  -2.199  -0.516  -5.492  -0.036
N  -1.202  -1.208  -4.703  -0.152
C  -0.253  -2.136  -5.316  -0.084
C  0.485  -2.740  -4.107  -0.098
N  -0.096  -1.998  -2.996  0.046
C  -1.105  -1.200  -3.371  -0.712
S  -2.107  -0.341  -2.311  0.841
H  -2.931  -1.218  -5.896  0.101
H  -1.716  0.003  -6.321  0.096
H  -2.710  0.208  -4.863  0.059
H  0.417  -1.599  -5.990  0.127
H  -0.784  -2.890  -5.899  0.129
H  1.563  -2.590  -4.159  0.102
H  0.291  -3.809  -4.007  0.124
H  0.059  -2.196  -2.022  0.076



> Which of these has the highest electronic energy?

C4H12O3